Entry 1:
Formula: C21H20FeNO5
Source: the OMol25 dataset
Level of theory: ωB97M-V/def2-TZVPD

Each line ends with the Mulliken spin population.
Element x y z (Å)
C -4.831 -1.146 2.061  0.0020
O -4.349 0.176 2.032  0.1398
C -2.957 0.294 2.051  0.2140
C -2.425 1.586 2.051  0.0298
C -1.070 1.799 2.042  0.0238
C -0.176 0.730 2.037  0.1708
C 1.285 0.908 1.996  0.0362
C 1.874 2.108 2.045  0.2590
N 2.102 -0.263 1.933  -0.0081
C 2.353 -1.068 3.034  0.0003
C 3.263 -2.227 2.840  0.0003
O 1.860 -0.849 4.119  0.0029
C -0.707 -0.559 2.056  0.0318
C -2.062 -0.778 2.063  0.0874
H -5.921 -1.112 2.061  -0.0004
H -4.495 -1.687 1.174  0.0016
H -4.492 -1.647 2.970  0.0026
H -3.112 2.413 2.060  -0.0031
H -0.696 2.807 2.042  -0.0030
H 2.941 2.183 2.036  -0.0043
H 1.320 3.017 2.142  0.0229
H 2.616 -0.472 1.081  0.0026
H 3.568 -2.313 1.797  0.0005
H 4.156 -2.118 3.452  0.0001
H 2.763 -3.152 3.127  -0.0003
H -0.029 -1.393 2.081  -0.0044
H -2.437 -1.785 2.082  -0.0004
O 1.300 -1.306 -6.346  -0.0424
C 1.598 -0.897 -5.327  0.0363
Fe 2.062 -0.196 -3.648  1.8887
C 1.677 -1.885 -2.923  0.0315
O 1.428 -2.898 -2.468  -0.0463
C 3.855 -0.618 -3.869  -0.0549
O 4.960 -0.861 -3.995  -0.0470
C 2.277 0.709 -1.623  -0.0176
C 3.238 1.547 -2.219  0.2038
C 3.190 2.082 -3.503  0.3422
C 2.176 1.878 -4.459  -0.0328
C 0.847 1.397 -4.313  0.3485
C 0.261 0.768 -3.183  -0.2011
C 0.929 0.434 -1.976  0.3910
H 2.571 0.309 -0.652  0.0329
H 4.161 1.689 -1.671  0.0291
H 4.074 2.609 -3.837  0.0350
H 2.402 2.271 -5.455  0.0048
H 0.204 1.496 -5.196  0.0396
H -0.786 0.456 -3.274  -0.0054
H 0.346 -0.128 -1.237  0.0596

Calculated values
strongest force on any atom = 0.0767 Eh/bohr
ΔE to the lowest compared entry with this formula, charge and spin = 0.00 kcal/mol
multiplicity = 5
⟨S²⟩ = 6.166
total charge = +1

---

Entry 2:
Formula: C6H27NO7
Source: the OMol25 dataset
Level of theory: ωB97M-V/def2-TZVPD

Each line ends with the Löwdin charge.
Element x y z (Å)
C 0.545 1.020 2.931  -0.0934
C 0.041 -0.040 1.940  -0.2516
C -0.290 0.582 0.591  -0.2016
N -0.705 -0.267 -0.559  -0.1968
C -2.018 0.100 -1.142  -0.0894
C -0.632 -1.752 -0.348  -0.1404
C -1.948 -2.376 0.223  -0.1962
O -2.220 -3.430 -0.729  -0.0940
H 1.513 0.724 3.300  0.0736
H 0.444 2.060 2.640  0.0592
H -0.128 1.188 3.776  0.0634
H -0.782 -0.552 2.463  0.0897
H 0.640 -0.948 1.869  0.0942
H 0.617 1.029 0.213  0.0723
H -0.994 1.360 0.869  0.1137
H -2.254 -0.633 -1.918  0.1064
H -1.912 1.134 -1.462  0.0764
H -2.821 0.084 -0.403  0.0738
H 0.165 -1.839 0.389  0.0978
H -0.430 -2.214 -1.317  0.1083
H -1.762 -2.843 1.194  0.1174
H -2.868 -1.792 0.191  0.0998
H -2.317 -4.290 -0.326  0.0744
O 2.122 2.898 1.379  -0.0485
H 2.528 2.632 0.546  0.0311
H 2.817 3.371 1.824  0.0388
O -0.024 0.985 -3.122  -0.0404
H -0.721 1.339 -2.573  0.0087
H -0.326 0.084 -3.269  0.0556
O 2.539 0.052 -0.032  -0.0355
H 2.018 0.634 -0.579  -0.0114
H 3.384 -0.230 -0.383  0.0524
O -2.702 0.826 2.431  -0.0452
H -2.618 0.460 3.310  0.0461
H -2.235 0.321 1.773  -0.0255
O 2.634 1.651 -2.827  -0.0559
H 2.891 2.461 -3.260  0.0358
H 1.711 1.470 -2.690  -0.0323
O 2.186 -2.059 -2.211  -0.0493
H 2.550 -1.466 -2.867  0.0311
H 1.361 -1.736 -1.836  -0.0125

Calculated values
strongest force on any atom = 0.0544 Eh/bohr
ΔE to the lowest compared entry with this formula, charge and spin = 87.93 kcal/mol
SMILES = CCCN(C)CCO.O.O.O.O.O.O
total charge = 0

---

Entry 3:
Formula: C2H4N2S2
Source: the OMol25 dataset
Level of theory: ωB97M-V/def2-TZVPD

Each line ends with the Löwdin charge.
Element x y z (Å)
C -0.311 -0.020 0.772  -0.3758
C 0.395 0.442 -0.224  -1.4003
H -2.683 -2.019 1.980  0.1739
H -1.106 -1.162 3.385  0.2831
H -0.153 0.675 1.717  0.1191
H 0.104 -1.848 -0.927  -0.0481
N -1.555 -1.538 2.009  -0.1623
N -1.234 -1.107 0.738  -0.0715
S 0.414 -0.599 -1.606  0.7522
S 1.015 1.870 -0.186  0.7298

Calculated values
strongest force on any atom = 0.1998 Eh/bohr
ΔE to the lowest compared entry with this formula, charge and spin = 156.65 kcal/mol
total charge = 0

---

Entry 4:
Formula: C34H28NO4PReSSe
Source: the OMol25 dataset
Level of theory: ωB97M-V/def2-TZVPD

Each line ends with the Mulliken spin population.
Element x y z (Å)
Re -0.508 0.325 1.103  0.9233
S 4.310 1.620 0.373  0.0042
C 4.572 -0.090 0.276  0.0010
C 5.767 -0.764 0.089  -0.0003
C 5.738 -2.140 0.004  0.0014
C 4.533 -2.831 0.116  0.0005
C 3.339 -2.167 0.297  0.0023
C 3.337 -0.773 0.372  0.0026
N 2.259 0.054 0.473  0.0143
C 2.581 1.302 0.475  0.0124
C 1.631 2.383 0.389  0.0041
C 2.082 3.704 0.368  -0.0189
C 1.205 4.748 0.178  0.0362
C -0.138 4.475 -0.036  -0.0265
C -0.591 3.168 -0.002  0.0418
C 0.260 2.094 0.243  -0.0667
H 6.689 -0.213 -0.001  -0.0001
H 6.655 -2.685 -0.157  0.0001
H 4.537 -3.909 0.052  0.0001
H 2.413 -2.709 0.380  -0.0024
H 3.133 3.892 0.523  0.0002
H 1.559 5.767 0.207  0.0017
H -0.841 5.280 -0.192  -0.0008
H -1.640 2.968 -0.155  0.0428
C -4.192 3.028 0.283  -0.0010
C -4.602 1.743 0.924  0.0068
C -5.704 1.777 1.774  0.0002
C -6.115 0.666 2.484  -0.0014
C -5.388 -0.510 2.387  0.0022
C -4.297 -0.565 1.545  0.0034
C -3.923 0.530 0.761  0.0049
P -2.469 0.253 -0.311  0.0107
C -2.867 0.920 -1.980  -0.0003
C -4.202 1.115 -2.335  -0.0070
C -4.544 1.575 -3.594  0.0001
C -3.547 1.883 -4.504  -0.0004
C -2.224 1.674 -4.163  -0.0019
C -1.862 1.159 -2.923  0.0032
C -0.433 0.821 -2.662  -0.0170
C -2.548 -1.540 -0.666  0.0298
C -3.718 -2.159 -1.091  -0.0020
C -3.754 -3.532 -1.235  -0.0015
C -2.612 -4.281 -0.987  0.0011
C -1.439 -3.661 -0.600  -0.0018
C -1.387 -2.281 -0.420  -0.0100
C -0.139 -1.598 0.056  -0.0737
H -5.066 3.653 0.100  0.0001
H -3.665 2.872 -0.654  0.0003
H -3.535 3.569 0.968  0.0000
H -6.239 2.709 1.879  -0.0001
H -6.990 0.721 3.114  0.0000
H -5.674 -1.378 2.962  0.0001
H -3.729 -1.482 1.483  -0.0044
H -4.988 0.914 -1.623  0.0007
H -5.582 1.699 -3.864  0.0004
H -3.798 2.279 -5.476  0.0000
H -1.444 1.902 -4.874  0.0000
H 0.121 0.800 -3.598  0.0013
H -0.366 -0.149 -2.174  -0.0164
H 0.039 1.540 -1.996  0.0050
H -4.597 -1.561 -1.276  -0.0001
H -4.669 -4.022 -1.529  -0.0001
H -2.641 -5.355 -1.087  0.0000
H -0.552 -4.252 -0.419  0.0004
H 0.597 -1.594 -0.756  0.0229
H 0.296 -2.209 0.858  -0.0037
O -0.879 0.902 5.029  0.0039
Se -0.318 1.187 3.596  0.0091
O 0.838 2.253 3.517  0.0016
O 0.220 -0.228 2.837  0.0564
O -1.520 1.602 2.520  0.0050

Calculated values
strongest force on any atom = 0.0713 Eh/bohr
ΔE to the lowest compared entry with this formula, charge and spin = 36.06 kcal/mol
multiplicity = 2
⟨S²⟩ = 0.766
total charge = 0

---

Entry 5:
Formula: C43H32Br2I2N4O5PdSi
Source: the OMol25 dataset
Level of theory: ωB97M-V/def2-TZVPD

Each line ends with the Mulliken spin population.
Element x y z (Å)
Pd -0.707 -0.461 1.124  1.4927
I -2.173 0.680 8.234  0.0009
C -2.018 1.053 6.200  0.0160
C -1.307 2.122 5.668  -0.0043
C -1.111 2.175 4.285  0.0438
I 0.045 3.746 3.539  0.0007
C -1.600 1.198 3.406  -0.0198
O -1.357 1.280 2.146  0.1798
C -2.337 0.136 3.997  0.0060
C -2.850 -0.989 3.145  0.0054
N -1.720 -1.779 2.571  0.0972
C -0.824 -2.310 3.609  -0.0002
C 0.243 -1.301 3.943  -0.0209
C 0.731 -1.093 5.204  0.0028
C 1.685 -0.119 5.433  -0.0023
C 2.228 0.516 4.356  0.0029
C 1.677 0.290 3.098  0.0010
N 0.707 -0.597 2.892  0.0887
C -2.572 0.112 5.361  -0.0140
H -0.872 2.888 6.288  -0.0002
H -3.437 -0.634 2.298  0.0047
H -3.465 -1.632 3.749  0.0022
H -2.117 -2.539 2.048  -0.0067
H -0.343 -3.195 3.212  0.0024
H -1.369 -2.572 4.510  0.0049
H 0.263 -1.615 6.046  0.0004
H 2.004 0.173 6.435  -0.0001
H 3.029 1.254 4.488  0.0006
H 1.990 0.876 2.264  0.0055
H -3.127 -0.706 5.801  0.0005
Br -5.196 3.369 -3.619  0.0009
C -3.408 3.227 -2.966  -0.0830
C -2.463 4.163 -3.418  0.2662
N -1.179 4.149 -3.022  -0.0793
C -0.785 3.239 -2.195  0.0701
C -1.650 2.250 -1.675  -0.1190
C -3.021 2.273 -2.093  0.2001
C -1.233 1.141 -0.943  0.3884
O 0.126 1.028 -0.489  -0.0057
O -1.916 0.138 -0.522  0.2248
H -2.735 4.953 -4.097  0.0167
H 0.249 3.298 -1.869  0.1112
H -3.659 1.484 -1.790  0.0524
Br -3.278 -6.234 -0.122  0.0001
C -3.443 -4.676 -1.191  0.0009
C -4.470 -4.449 -2.083  0.0016
N -4.520 -3.429 -2.903  -0.0007
C -3.539 -2.553 -2.858  0.0031
C -2.460 -2.666 -1.999  -0.0037
C -2.383 -3.758 -1.163  0.0013
C -1.164 -1.883 -2.153  0.0668
O -1.132 -1.129 -3.232  -0.0215
O -0.227 -2.065 -1.423  0.0065
H -5.232 -5.183 -2.179  0.0002
H -3.559 -1.718 -3.553  0.0031
H -1.466 -3.943 -0.599  0.0020
C 0.275 0.400 -6.055  -0.0900
C -0.059 -0.656 -5.275  0.3334
C 0.192 -0.737 -3.797  -0.0027
C 0.852 0.499 -3.252  0.2782
C 1.159 1.532 -4.077  -0.0894
C 0.864 1.545 -5.472  0.4308
Si 1.462 0.667 -1.485  0.0195
C 2.359 -0.935 -1.137  -0.0074
C 2.421 -1.661 0.040  0.0018
C 3.078 -2.875 0.142  -0.0006
C 3.719 -3.430 -0.976  0.0005
C 3.685 -2.709 -2.160  0.0041
C 3.019 -1.487 -2.240  0.0260
C 2.693 1.994 -0.994  -0.0043
C 2.334 2.996 -0.098  0.0137
C 3.310 3.808 0.465  0.0009
C 4.654 3.672 0.070  0.0005
C 4.998 2.711 -0.861  -0.0008
C 4.023 1.877 -1.389  -0.0022
H 0.046 0.423 -7.099  0.0004
H -0.598 -1.484 -5.693  0.0107
H 0.828 -1.602 -3.577  0.0603
H 1.620 2.430 -3.702  0.0046
H 1.039 2.413 -6.065  0.0152
H 1.899 -1.259 0.932  0.0147
H 3.069 -3.420 1.092  0.0002
H 4.250 -4.386 -0.909  0.0000
H 4.143 -3.082 -3.074  0.0002
H 3.017 -0.969 -3.190  -0.0100
H 1.294 3.097 0.202  -0.0038
H 3.065 4.576 1.193  0.0001
H 5.401 4.359 0.477  0.0000
H 6.031 2.615 -1.161  0.0000
H 4.301 1.097 -2.069  0.0018

Calculated values
strongest force on any atom = 0.0308 Eh/bohr
ΔE to the lowest compared entry with this formula, charge and spin = 0.00 kcal/mol
multiplicity = 5
⟨S²⟩ = 6.079
total charge = 0

---

Entry 6:
Formula: C6H10O6Sr
Source: the OMol25 dataset
Level of theory: ωB97M-V/def2-TZVPD

Each line ends with the Löwdin charge.
Element x y z (Å)
O -2.087 -0.069 -2.865  0.1736
C -1.759 0.688 -1.930  -0.5689
O -1.932 0.361 -0.665  -0.0001
C -1.205 -0.804 -0.161  -0.0954
C -0.953 -0.629 1.318  -0.1470
C 0.102 0.400 1.739  -0.1550
C 1.326 0.523 0.858  -0.1684
O 1.964 -0.758 0.757  0.0450
C 3.043 -0.827 -0.002  -0.6321
O 3.576 0.098 -0.567  0.1352
O 3.410 -2.099 -0.103  0.1779
H -0.286 -0.890 -0.749  0.1454
H -1.870 -1.655 -0.347  0.1576
H -0.660 -1.629 1.666  0.1468
H -1.903 -0.386 1.815  0.1271
H 0.416 0.172 2.767  0.1395
H -0.341 1.404 1.790  0.1013
H 2.034 1.240 1.294  0.1479
H 1.077 0.872 -0.153  0.1212
H 4.186 -2.164 -0.674  0.1495
Sr -2.809 3.259 -0.470  1.9342
O -2.441 1.802 -2.145  -0.2941
H -2.890 1.092 -3.175  0.3588

Calculated values
strongest force on any atom = 0.1495 Eh/bohr
DFT total energy = -19486.264 eV
total charge = +2